Entry from the OMol25 dataset: a molecular structure, C39H48FeN9S2 (ωB97M-V with the def2-TZVPD basis set).

Element x y z (Å)
Fe -0.1423 -0.1975 -0.6035
C -2.3803 1.1620 -0.3070
C -1.8065 2.4251 -0.2537
C -1.6194 2.7415 1.2096
C -2.1761 1.7005 1.9109
C -2.6596 0.7125 1.0224
C -3.3934 -0.5505 1.3743
C -3.3145 -0.8379 2.8737
C -4.8668 -0.3652 0.9681
C -2.8120 -1.7402 0.5992
C -0.8044 3.8269 1.9029
C 0.6776 3.6457 1.5273
C -1.2584 5.2593 1.5940
C -0.9011 3.6631 3.4266
C -1.8301 3.3532 -1.4642
C -2.1374 2.5642 -2.7436
C -2.9914 4.3432 -1.2568
C -0.5288 4.1156 -1.7353
H -2.8050 0.7047 -1.1868
H -2.1670 1.5915 2.9818
H -3.7857 -0.0433 3.4547
H -2.2803 -0.9381 3.2095
H -3.8363 -1.7698 3.0995
H -5.3053 0.4939 1.4784
H -5.4400 -1.2552 1.2379
H -4.9624 -0.2103 -0.1078
H -1.7706 -1.9202 0.8849
H -2.8582 -1.5813 -0.4809
H -3.3810 -2.6439 0.8320
H 0.8659 3.8165 0.4694
H 1.0081 2.6338 1.7673
H 1.2881 4.3513 2.0968
H -1.1382 5.5371 0.5518
H -0.6587 5.9543 2.1856
H -2.3052 5.4043 1.8691
H -0.4627 2.7223 3.7625
H -1.9358 3.7091 3.7711
H -0.3501 4.4731 3.9071
H -3.1193 2.0917 -2.7113
H -1.3877 1.7942 -2.9353
H -2.1303 3.2510 -3.5917
H -3.9193 3.8020 -1.0608
H -3.1288 4.9349 -2.1650
H -2.8199 5.0274 -0.4291
H 0.2788 3.4281 -1.9824
H -0.2043 4.7272 -0.9008
H -0.6801 4.7807 -2.5890
S -0.9651 -0.9901 -2.6421
C -0.6819 -2.7048 -2.3894
N -1.2540 -3.5615 -3.1519
N -1.1581 -4.8908 -2.8871
C -1.5101 -5.5353 -1.6825
C -2.1875 -4.9015 -0.6428
C -2.5428 -5.6172 0.4891
C -2.2389 -6.9668 0.6059
C -1.5825 -7.5998 -0.4395
C -1.2206 -6.8933 -1.5757
N 0.2336 -3.1832 -1.4075
N 0.7771 -2.3215 -0.7028
C 1.7200 -2.8292 0.2478
C 1.6156 -4.1155 0.7655
C 2.5370 -4.5285 1.7138
C 3.5507 -3.6748 2.1270
C 3.6532 -2.3983 1.5920
C 2.7273 -1.9643 0.6582
H -1.4070 -5.4198 -3.7059
H -2.4473 -3.8545 -0.7136
H -3.0638 -5.1081 1.2906
H -2.5112 -7.5155 1.4971
H -1.3380 -8.6520 -0.3708
H -0.6918 -7.3889 -2.3813
H 0.8120 -4.7635 0.4437
H 2.4507 -5.5156 2.1481
H 4.2436 -3.9932 2.8936
H 4.4348 -1.7305 1.9290
H 2.7629 -0.9618 0.2506
N 0.1645 -0.1414 1.3515
C 0.3780 -0.3649 2.4830
N 0.5015 -0.4613 3.7357
C 1.2428 -1.3562 4.3653
N 1.8536 -2.1090 4.9953
N 2.2504 -0.4423 -3.1730
C 2.7781 0.5343 -2.4272
S 1.9120 1.2180 -1.1483
N 4.0202 0.9293 -2.7834
C 4.9138 1.8683 -2.2045
C 4.9468 2.1861 -0.8530
C 5.8885 3.0969 -0.3940
C 6.8015 3.6826 -1.2559
C 6.7750 3.3466 -2.6019
C 5.8358 2.4470 -3.0734
H 1.2658 -0.6782 -3.0440
H 2.7580 -0.8751 -3.9257
H 4.3490 0.5636 -3.6642
H 4.2546 1.7315 -0.1634
H 5.9051 3.3407 0.6602
H 7.5299 4.3895 -0.8828
H 7.4824 3.7888 -3.2907
H 5.8109 2.1964 -4.1283

Its spin multiplicity is 6. The charge is 0. As for the expectation value of S²: 8.7813. For the HOMO energy (alpha / beta), the calculation gives -7.6 / -7.6 eV. The LUMO energy (alpha / beta) comes out at -0.866 / -1.216 eV. The total energy is -4067.7728 a.u. The calculation puts the energy above the lowest of the compared OMol25 structures with the same formula, charge and spin at 0.0 kcal/mol.

=====

Entry from the OMol25 dataset: a molecular structure, C39H49ClFHfN6O7S3 in a non-equilibrium geometry (ωB97M-V with the def2-TZVPD basis set).

Element x y z (Å)
Hf 1.1931 1.8055 -0.3532
N 0.8920 0.9971 1.7768
C -0.5339 1.1282 2.2643
C -1.0843 2.5999 2.2715
C -1.2968 3.2217 0.8955
O -1.8941 4.2922 0.6956
O -0.6407 2.5849 -0.0718
H 1.1738 -0.0041 1.7904
H 1.4748 1.4682 2.5141
H -0.5057 0.7811 3.3254
H -1.1676 0.4910 1.6438
H -0.3691 3.1855 2.8905
H -2.0417 2.6891 2.8172
C 1.3075 -3.5971 1.4755
O 1.5577 -2.3304 0.8290
C 2.9620 -2.0510 0.8724
C 3.3438 -0.9700 -0.1604
O 2.9184 0.3943 0.1564
C 3.7812 0.8906 1.1530
H 1.5099 -3.4916 2.5532
H 1.9295 -4.4451 1.0865
H 0.2443 -3.8681 1.3897
H 3.4775 -2.9662 0.5977
H 3.2259 -1.7778 1.9241
H 2.9177 -1.2431 -1.1085
H 4.4395 -0.9828 -0.2853
H 4.1589 0.1148 1.8368
H 3.2345 1.6103 1.8266
H 4.6299 1.4393 0.7230
S 0.4449 3.4534 -4.5733
C 1.7436 2.2164 -4.5651
C 2.1746 1.9802 -3.2823
N 1.3930 2.5969 -2.2948
C 0.5384 3.4602 -2.8772
H 1.9757 1.6529 -5.4779
H 3.0055 1.3768 -3.0027
H -0.1384 3.9493 -2.2573
O 2.5130 4.7519 4.6864
S 3.4851 3.6791 4.6545
O 4.7102 3.9444 3.9660
N 2.7223 2.2970 4.0622
C 2.7967 1.2604 4.8840
S 2.3826 -0.4051 4.6077
C 3.3953 1.6675 6.2352
C 3.7130 0.8419 7.3195
C 4.4478 1.3447 8.3586
C 4.8722 2.6665 8.4419
C 4.4294 3.5361 7.4171
C 3.7973 3.0121 6.3106
H 3.4345 -0.1868 7.2962
H 4.7379 0.6976 9.1562
H 5.4607 3.0385 9.2934
H 4.6410 4.6108 7.3520
F 2.9584 7.6207 -0.1186
C 2.9966 6.3260 0.2606
C 3.7375 5.4033 -0.4866
C 3.3707 4.0604 -0.4776
C 2.2616 3.5882 0.2717
C 1.8578 4.4639 1.2582
C 2.1068 5.8559 1.2515
H 4.5276 5.8056 -1.2242
H 3.9140 3.3927 -1.1488
H 1.1936 4.0911 2.0506
H 1.5620 6.5495 1.9000
C -4.4896 -0.5134 -0.6380
C -4.9924 -1.3672 -1.8231
C -5.9625 -2.4582 -1.3180
C -5.8341 -0.4501 -2.6596
C -3.8128 -1.9398 -2.6329
O -4.4579 -2.4898 -3.7734
C -2.9562 -3.0347 -1.8451
C -2.0247 -3.9242 -2.6946
C -2.5486 -5.0522 -3.5050
C -3.1202 -6.1564 -2.9025
C -3.5770 -7.2507 -3.6456
C -3.5083 -7.2672 -5.0261
Cl -4.0402 -8.5615 -6.0252
C -2.9922 -6.1154 -5.6553
C -2.5402 -5.0036 -4.8961
C -2.9098 -0.7837 -3.2361
N -1.6157 -0.4484 -2.5669
C -1.2217 0.2754 -1.5011
N 0.1080 0.1352 -1.3351
C 0.4472 -0.8092 -2.2519
N -0.5449 -1.1794 -3.0024
H -5.3575 -0.1382 -0.0765
H -4.0078 0.4095 -1.0494
H -3.8652 -1.1051 0.0608
H -6.8793 -2.0332 -0.9288
H -5.4788 -3.0681 -0.5687
H -6.3080 -3.1266 -2.1837
H -6.7302 -0.1199 -2.1137
H -6.2285 -0.9345 -3.5782
H -5.3662 0.4496 -3.0131
H -3.8449 -2.9448 -4.3817
H -3.5926 -3.6665 -1.2154
H -2.2956 -2.4374 -1.1040
H -1.2874 -4.4026 -2.0166
H -1.5084 -3.2179 -3.3676
H -3.2079 -6.1581 -1.8103
H -3.9698 -8.1626 -3.1704
H -2.9878 -6.1187 -6.7685
H -2.0674 -4.1458 -5.3637
H -3.4365 0.1419 -3.3967
H -2.5702 -1.0830 -4.2327
H -1.8755 0.8821 -0.8949
H 1.4584 -1.1918 -2.4692

The charge is +1. For the HOMO energy, the calculation gives -9.8 eV. The LUMO energy comes out at -4.118 eV. The total energy is -4173.1401 a.u. The calculation puts the energy above the lowest of the compared OMol25 structures with the same formula, charge and spin at 58.2 kcal/mol.

=====

Entry from the OMol25 dataset: a molecular structure, C39H49FN7OPbTe (ωB97M-V with the def2-TZVPD basis set).

Element x y z (Å)
Pb 0.1280 0.7759 -1.3955
C 2.2940 -3.5767 -0.8964
C 3.0067 -2.4985 -0.0735
C 4.0213 -3.1378 0.8791
C 3.6596 -1.4864 -1.0079
C 4.6160 -1.9659 -1.8964
C 5.1718 -1.1521 -2.8630
C 4.7979 0.1800 -2.9270
C 3.8742 0.7359 -2.0491
C 3.7969 2.2663 -2.0634
C 2.4779 2.9108 -2.5032
C 4.2866 2.8700 -0.7441
C 3.2790 -0.1255 -1.0971
N 2.2612 0.3420 -0.2091
C 2.5401 0.3725 1.1085
C 3.8557 0.3854 1.6544
C 4.0526 0.4797 3.0098
C 2.9574 0.5554 3.8800
C 1.6542 0.5454 3.3817
C 1.4732 0.4632 2.0307
F 0.2214 0.4398 1.5127
H 1.7368 -4.2471 -0.2396
H 3.0097 -4.1787 -1.4581
H 1.6010 -3.1331 -1.6125
H 2.2516 -2.0071 0.5402
H 4.7676 -3.7183 0.3340
H 3.5141 -3.8179 1.5660
H 4.5481 -2.3861 1.4706
H 4.9145 -3.0054 -1.8396
H 5.9125 -1.5428 -3.5493
H 5.2759 0.8252 -3.6543
H 4.5274 2.5609 -2.8149
H 1.7889 3.0561 -1.6634
H 1.9827 2.3433 -3.2931
H 2.6769 3.9082 -2.8982
H 3.6483 2.5759 0.0900
H 4.2971 3.9598 -0.8059
H 5.3016 2.5412 -0.5139
H 4.6971 0.3480 0.9761
H 5.0598 0.5044 3.4029
H 3.1170 0.6298 4.9474
H 0.7921 0.5957 4.0341
N -2.1764 4.5807 2.1337
N -1.1608 3.9964 1.4341
N 0.0966 4.3201 1.6457
C 0.7173 3.4771 0.8342
N -0.1522 2.6977 0.1785
N -1.3682 3.0440 0.5883
H -1.8674 5.4583 2.5250
H -3.0284 4.6068 1.5945
H 1.7884 3.4454 0.7202
C -3.4878 1.4202 -1.1804
C -2.8269 0.4005 -0.2944
O -3.6083 -0.0381 0.7228
N -1.7016 -0.1712 -0.4402
Te -2.5918 -1.7008 1.2736
C -3.8979 -2.1905 2.8968
C -4.7226 -1.3494 3.6475
C -4.8527 0.1447 3.4656
C -5.4902 -1.9196 4.6624
C -5.4287 -3.2642 4.9802
C -6.2659 -3.8530 6.0833
C -4.5419 -4.0624 4.2634
C -3.7666 -3.5555 3.2352
C -2.8283 -4.5074 2.5188
C -3.5524 -2.8012 -0.2460
C -2.7209 -3.4854 -1.1435
C -1.2155 -3.5323 -1.0591
C -3.3090 -4.2055 -2.1757
C -4.6834 -4.2626 -2.3359
C -5.3115 -5.0475 -3.4539
C -5.4775 -3.5688 -1.4279
C -4.9554 -2.8358 -0.3709
C -5.9461 -2.1850 0.5651
H -4.3996 1.8019 -0.7276
H -3.7500 0.9261 -2.1178
H -2.8159 2.2484 -1.4022
H -4.0878 0.5684 2.8301
H -4.7950 0.6328 4.4394
H -5.8265 0.3986 3.0397
H -6.1485 -1.2700 5.2309
H -6.9380 -3.1133 6.5142
H -5.6307 -4.2427 6.8808
H -6.8641 -4.6860 5.7111
H -4.4539 -5.1142 4.5163
H -2.8885 -5.4977 2.9644
H -1.7819 -4.1915 2.5975
H -3.0804 -4.6222 1.4610
H -0.7835 -2.7664 -0.4160
H -0.7866 -3.4065 -2.0530
H -0.8834 -4.5034 -0.6868
H -2.6690 -4.7397 -2.8711
H -4.5677 -5.6066 -4.0184
H -5.8344 -4.3818 -4.1427
H -6.0476 -5.7501 -3.0624
H -6.5563 -3.6011 -1.5411
H -6.8783 -1.9999 0.0330
H -5.5975 -1.2404 0.9701
H -6.1714 -2.8502 1.4020

Its spin multiplicity is 2. The charge is +2. As for the expectation value of S²: 0.7881. For the HOMO energy (alpha / beta), the calculation gives -13.1 / -13.1 eV. The LUMO energy (alpha / beta) comes out at -5.249 / -7.414 eV. The total energy is -2534.1847 a.u.

=====

Entry from the OMol25 dataset: a molecular structure, C39H49N4O2ReSe3Te in a non-equilibrium geometry (ωB97M-V with the def2-TZVPD basis set).

Element x y z (Å)
Re -1.4771 -1.4098 -0.2494
C 6.0849 0.6002 -0.9688
C 4.7363 1.3230 -0.9122
C 4.6234 2.2302 -2.1472
C 4.7092 2.1743 0.3668
C 3.5552 0.3668 -0.9149
C 2.2876 0.8539 -0.6884
C 1.1962 -0.0249 -0.6425
N -0.0889 0.2350 -0.3427
C -0.6644 1.4487 -0.0639
C -0.3632 2.6987 -0.5952
C -1.1435 3.7986 -0.2615
C -2.1258 3.6386 0.7271
C -2.4708 2.4250 1.2910
C -1.8125 1.2784 0.7806
O -2.1541 0.0436 0.9976
C -3.4342 2.2997 2.4602
C -2.5977 1.7888 3.6465
C -4.5643 1.3099 2.1571
C -4.0627 3.6379 2.8536
C -0.9566 5.1098 -1.0139
C 0.5203 5.5256 -1.0217
C -1.7752 6.2611 -0.4223
C -1.4358 4.8663 -2.4551
C 1.4127 -1.4404 -0.8054
O 0.3882 -2.1863 -0.6057
C 2.7078 -1.9319 -1.1194
C 3.7253 -1.0107 -1.1600
C 2.9377 -3.4238 -1.3164
C 4.2887 -3.7103 -1.9801
C 2.8977 -4.0829 0.0724
C 1.8361 -4.0279 -2.2008
H 6.8857 1.3332 -0.9044
H 6.2102 0.0621 -1.9056
H 6.1945 -0.0887 -0.1341
H 5.4732 2.9075 -2.1907
H 3.7138 2.8247 -2.1193
H 4.6172 1.6301 -3.0548
H 5.5790 2.8259 0.3976
H 4.7326 1.5325 1.2445
H 3.8242 2.8018 0.4199
H 2.1294 1.9038 -0.5122
H 0.4063 2.7761 -1.3455
H -2.6623 4.5133 1.0457
H -2.2206 0.7916 3.4386
H -3.2045 1.7466 4.5486
H -1.7545 2.4554 3.8267
H -4.1823 0.2982 2.0468
H -5.0838 1.5935 1.2430
H -5.2804 1.3111 2.9752
H -3.3068 4.3580 3.1535
H -4.7266 3.4818 3.7003
H -4.6512 4.0503 2.0386
H 0.9089 5.5617 -0.0068
H 0.6260 6.5154 -1.4589
H 1.1288 4.8425 -1.6075
H -1.4914 6.4515 0.6100
H -2.8420 6.0565 -0.4758
H -1.5856 7.1671 -0.9939
H -0.8730 4.0649 -2.9272
H -1.3175 5.7658 -3.0548
H -2.4885 4.5895 -2.4594
H 4.7168 -1.3576 -1.3719
H 5.1192 -3.4393 -1.3351
H 4.3721 -3.1749 -2.9223
H 4.3665 -4.7740 -2.1857
H 3.7149 -3.7141 0.6896
H 2.9953 -5.1626 -0.0196
H 1.9564 -3.8621 0.5730
H 1.7098 -3.4446 -3.1108
H 0.8898 -4.0639 -1.6692
H 2.1031 -5.0440 -2.4806
Se -2.0402 0.2202 -2.5398
Se -4.2085 0.7730 -2.5997
Te -5.4772 -1.3374 -1.8858
Se -4.2995 -1.9048 0.1673
C -1.4528 -2.9807 5.2513
C -1.1919 -1.8282 4.5253
C -1.2097 -1.8541 3.1461
C -1.5121 -3.0358 2.4600
C -1.7464 -4.2070 3.2042
C -1.7130 -4.1693 4.5815
N -1.5730 -3.0624 1.0799
N -1.6263 -4.2288 0.5431
C -1.7453 -4.3119 -0.7837
C -1.7887 -5.5702 -1.4133
C -1.8407 -5.6336 -2.7815
C -1.8559 -4.4402 -3.5117
C -1.8450 -3.2416 -2.8342
N -1.7981 -3.1552 -1.5058
H -1.4519 -2.9521 6.3289
H -0.9703 -0.9040 5.0367
H -0.9755 -0.9612 2.5903
H -1.9554 -5.1241 2.6756
H -1.8951 -5.0732 5.1423
H -1.7541 -6.4415 -0.7828
H -1.8545 -6.5822 -3.2936
H -1.8619 -4.4415 -4.5892
H -1.8409 -2.3041 -3.3825

Its spin multiplicity is 2. The charge is +1. As for the expectation value of S²: 1.0117. For the HOMO energy (alpha / beta), the calculation gives -10.0 / -9.7 eV. The LUMO energy (alpha / beta) comes out at -4.985 / -5.149 eV. The total energy is -9435.4569 a.u.